Record 1
{
  "formula": "C35H35AsClN3O10STa",
  "method": "the ωB97M-V functional and the def2-TZVPD basis",
  "charge": 3,
  "e_tot_ha": -5421.4458,
  "elements": ["Ta", "C", "O", "C", "C", "C", "C", "C", "C", "O", "C", "O", "C", "H", "H", "H", "H", "H", "H", "H", "H", "H", "N", "C", "S", "C", "C", "C", "N", "C", "C", "H", "H", "H", "H", "H", "H", "N", "C", "C", "O", "O", "H", "H", "H", "H", "H", "O", "As", "C", "C", "C", "C", "C", "C", "C", "C", "C", "C", "C", "C", "C", "C", "C", "C", "C", "C", "H", "H", "H", "H", "H", "H", "H", "H", "H", "H", "H", "H", "H", "H", "H", "O", "Cl", "O", "O", "O"],
  "xyz": [[0.14, 0.79, -0.13], [7.05, 1.03, 0.21], [6.17, 1.90, 0.85], [5.08, 1.26, 1.31], [4.86, 1.22, 2.67], [3.61, 0.90, 3.12], [2.57, 0.51, 2.28], [1.19, 0.34, 2.81], [0.89, 0.14, 4.25], [0.18, 0.36, 1.96], [2.84, 0.47, 0.85], [1.93, -0.01, -0.01], [4.14, 0.72, 0.38], [7.52, 0.26, 0.92], [7.88, 1.61, -0.23], [6.67, 0.46, -0.64], [5.74, 1.41, 3.31], [3.52, 0.93, 4.17], [1.41, -0.78, 4.61], [-0.21, 0.05, 4.40], [1.28, 1.05, 4.81], [4.42, 0.36, -0.61], [2.32, 2.38, -6.61], [1.44, 1.38, -6.28], [0.57, 0.64, -7.52], [1.19, 1.05, -4.85], [-0.14, 0.97, -4.38], [-0.39, 0.63, -3.09], [0.68, 0.43, -2.25], [1.95, 0.24, -2.75], [2.28, 0.67, -4.03], [2.27, 2.71, -7.59], [2.65, 2.92, -5.83], [-0.95, 1.22, -5.07], [-1.38, 0.63, -2.64], [2.62, -0.35, -2.12], [3.31, 0.63, -4.32], [0.92, 5.26, -1.24], [1.19, 4.79, 0.15], [1.13, 3.27, -0.02], [0.89, 2.54, 1.00], [1.32, 2.70, -1.17], [-0.11, 5.16, -1.33], [1.28, 4.52, -1.86], [1.24, 6.19, -1.42], [0.43, 5.16, 0.88], [2.21, 5.09, 0.53], [-1.10, -0.63, 0.10], [-2.12, -1.98, 0.70], [-3.45, -2.16, -0.68], [-4.67, -1.45, -0.54], [-5.70, -1.60, -1.43], [-5.53, -2.41, -2.55], [-4.34, -3.11, -2.74], [-3.31, -2.97, -1.82], [-1.12, -3.65, 0.66], [0.19, -3.73, 1.14], [0.83, -4.96, 1.32], [0.16, -6.17, 1.01], [-1.10, -6.10, 0.49], [-1.68, -4.85, 0.18], [-2.89, -1.33, 2.38], [-3.52, -2.15, 3.33], [-4.09, -1.60, 4.47], [-3.98, -0.25, 4.73], [-3.32, 0.59, 3.82], [-2.74, 0.03, 2.65], [-4.71, -0.75, 0.27], [-6.73, -1.24, -1.10], [-6.32, -2.49, -3.33], [-4.23, -3.88, -3.51], [-2.38, -3.51, -1.86], [0.77, -2.78, 1.30], [1.80, -5.01, 1.74], [0.66, -7.15, 1.16], [-1.64, -6.97, 0.22], [-2.72, -4.82, -0.14], [-3.60, -3.21, 3.11], [-4.57, -2.31, 5.12], [-4.50, 0.17, 5.57], [-3.19, 1.69, 4.05], [-2.18, 0.70, 2.05], [-3.45, 2.87, -0.08], [-2.12, 3.33, 0.22], [-1.32, 1.94, -0.47], [-1.85, 4.52, -0.62], [-1.99, 3.54, 1.61]]
}

Record 2
{
  "formula": "C35H35Br2CdN9OP",
  "method": "the ωB97M-V functional and the def2-TZVPD basis",
  "charge": 1,
  "e_tot_ha": -7579.7266,
  "elements": ["Cd", "C", "C", "C", "C", "C", "N", "C", "C", "C", "C", "C", "C", "C", "N", "C", "C", "C", "N", "C", "C", "N", "C", "C", "C", "N", "H", "H", "H", "H", "H", "H", "H", "H", "H", "H", "H", "H", "H", "H", "H", "H", "H", "H", "Br", "C", "C", "C", "Br", "C", "C", "C", "C", "N", "C", "C", "O", "H", "H", "H", "H", "C", "N", "C", "N", "C", "N", "C", "P", "C", "C", "H", "H", "H", "H", "H", "H", "H", "H", "H", "H", "H", "H", "H"],
  "xyz": [[1.08, -0.24, 0.68], [6.15, 4.63, 0.13], [4.93, 3.80, -0.13], [3.69, 4.38, -0.40], [2.56, 3.60, -0.57], [2.58, 2.20, -0.51], [1.39, 1.47, -0.60], [0.37, 2.01, -1.37], [0.58, 2.37, -2.71], [-0.42, 2.89, -3.51], [-1.72, 3.07, -3.03], [-2.81, 3.63, -3.90], [-1.95, 2.71, -1.71], [-0.94, 2.21, -0.90], [-1.27, 1.98, 0.47], [-1.87, 2.84, 1.32], [-2.11, 2.17, 2.49], [-1.62, 0.88, 2.26], [-1.12, 0.76, 1.04], [3.84, 1.63, -0.28], [4.97, 2.42, -0.07], [4.09, 0.21, -0.32], [5.17, -0.38, -0.86], [5.09, -1.73, -0.59], [3.90, -1.88, 0.12], [3.30, -0.70, 0.29], [6.14, 5.54, -0.46], [7.06, 4.08, -0.10], [6.21, 4.92, 1.18], [3.61, 5.45, -0.46], [1.61, 4.10, -0.74], [1.58, 2.24, -3.11], [-0.19, 3.15, -4.53], [-2.40, 4.32, -4.63], [-3.55, 4.17, -3.30], [-3.34, 2.85, -4.45], [-2.94, 2.85, -1.28], [-2.06, 3.86, 1.03], [-2.57, 2.55, 3.39], [-1.63, 0.02, 2.92], [5.91, 1.92, 0.15], [5.91, 0.19, -1.40], [5.78, -2.50, -0.89], [3.44, -2.77, 0.51], [0.08, -5.31, 0.20], [0.52, -4.34, 1.77], [0.73, -5.06, 2.95], [1.06, -4.41, 4.10], [1.34, -5.41, 5.68], [1.19, -3.00, 4.11], [1.51, -2.25, 5.27], [1.65, -0.90, 5.20], [1.49, -0.27, 3.95], [1.18, -0.92, 2.86], [1.01, -2.28, 2.90], [0.65, -2.96, 1.67], [0.45, -2.32, 0.56], [0.64, -6.14, 2.94], [1.64, -2.77, 6.21], [1.89, -0.31, 6.07], [1.62, 0.80, 3.85], [-3.65, -3.18, -2.51], [-3.03, -1.77, -2.57], [-4.16, -0.76, -2.34], [-4.84, -1.01, -1.12], [-5.37, -2.38, -1.11], [-4.34, -3.38, -1.29], [-3.41, -3.45, -0.14], [-2.50, -1.86, 0.19], [-1.93, -1.60, -1.55], [-3.99, -0.75, 0.05], [-2.83, -3.89, -2.63], [-4.33, -3.24, -3.36], [-2.64, -1.61, -3.50], [-4.84, -0.88, -3.19], [-3.71, 0.23, -2.35], [-6.11, -2.48, -1.91], [-5.87, -2.55, -0.15], [-2.67, -4.23, -0.33], [-3.96, -3.74, 0.76], [-1.15, -2.33, -1.77], [-1.52, -0.60, -1.67], [-3.65, 0.29, 0.01], [-4.59, -0.85, 0.96]]
}

Record 3
{
  "formula": "C35H35CeI2N4O3P2Te",
  "method": "the ωB97M-V functional and the def2-TZVPD basis",
  "charge": 1,
  "e_tot_ha": -3820.3947,
  "elements": ["Ce", "Te", "C", "C", "C", "N", "C", "C", "C", "P", "C", "C", "C", "C", "C", "C", "C", "C", "C", "C", "C", "C", "P", "C", "C", "C", "C", "C", "C", "C", "C", "C", "C", "C", "C", "H", "H", "H", "H", "H", "H", "H", "H", "H", "H", "H", "H", "H", "H", "H", "H", "H", "H", "H", "H", "H", "H", "H", "H", "I", "C", "I", "H", "H", "N", "N", "C", "O", "O", "H", "H", "H", "N", "C", "O", "C", "C", "H", "H", "H", "H", "H", "H"],
  "xyz": [[1.91, -0.85, -2.36], [0.13, 0.86, 3.30], [-1.49, -0.40, 3.45], [-1.63, -1.62, 2.76], [-2.83, -2.29, 2.99], [-3.76, -1.93, 3.86], [-3.52, -0.87, 4.61], [-2.42, -0.08, 4.45], [0.25, 0.55, 1.18], [-0.57, 1.72, 0.30], [-2.14, 2.33, 1.00], [-3.32, 1.53, 0.86], [-4.49, 1.75, 1.56], [-4.49, 2.83, 2.41], [-3.38, 3.60, 2.60], [-2.16, 3.42, 1.93], [-0.91, 1.26, -1.46], [-1.94, 1.83, -2.13], [-2.04, 1.92, -3.64], [-1.01, 2.18, -4.45], [0.32, 2.56, -3.94], [0.53, 3.48, -2.92], [1.29, -0.70, 0.50], [2.62, -0.92, 1.68], [3.83, -0.28, 1.34], [4.95, -0.42, 2.14], [4.79, -1.33, 3.19], [3.62, -1.91, 3.60], [2.49, -1.72, 2.78], [0.52, -2.36, 0.28], [-0.75, -2.48, -0.30], [-1.26, -3.75, -0.61], [-0.56, -4.89, -0.22], [0.71, -4.83, 0.39], [1.26, -3.55, 0.67], [-0.96, -2.05, 2.06], [-3.00, -3.24, 2.53], [-4.31, -0.57, 5.36], [-2.28, 0.79, 5.11], [-3.26, 0.65, 0.18], [-5.33, 1.10, 1.46], [-5.36, 3.03, 2.97], [-3.42, 4.39, 3.37], [-1.28, 4.03, 2.21], [-2.74, 2.39, -1.66], [-2.98, 1.56, -4.00], [-1.06, 1.99, -5.55], [1.17, 2.05, -4.34], [1.53, 3.45, -2.48], [3.90, 0.28, 0.40], [5.85, 0.06, 1.84], [5.73, -1.34, 3.81], [3.55, -2.61, 4.39], [1.65, -2.29, 3.08], [-1.35, -1.66, -0.63], [-2.12, -3.84, -1.23], [-1.03, -5.86, -0.40], [1.14, -5.87, 0.73], [2.11, -3.38, 1.39], [-0.44, -1.64, -4.57], [1.65, -0.91, -4.72], [3.75, 1.31, -3.05], [1.59, 0.09, -5.13], [2.20, -1.60, -5.47], [1.82, -3.51, -2.40], [3.08, -3.98, -2.09], [3.97, -3.11, -1.32], [4.99, -3.52, -0.86], [3.50, -1.90, -1.35], [1.04, -3.88, -1.82], [1.48, -3.73, -3.37], [3.12, -4.96, -2.01], [-1.38, 4.85, -2.74], [-0.39, 4.27, -2.17], [0.01, 0.58, -2.06], [0.04, 4.45, -0.68], [0.62, 3.18, -0.05], [-1.59, 4.72, -3.74], [-1.93, 5.53, -2.18], [-0.82, 4.65, -0.10], [0.54, 5.42, -0.70], [1.17, 3.39, 0.88], [1.29, 2.59, -0.71]]
}

Record 4
{
  "formula": "C35H35GeN4O3OsS2",
  "method": "the ωB97M-V functional and the def2-TZVPD basis",
  "charge": 1,
  "e_tot_ha": -4763.2953,
  "elements": ["Os", "C", "C", "N", "C", "C", "S", "C", "C", "S", "C", "N", "C", "H", "H", "H", "H", "H", "H", "H", "H", "C", "Ge", "C", "C", "C", "C", "C", "C", "C", "C", "C", "C", "C", "C", "C", "C", "C", "C", "C", "C", "H", "H", "H", "H", "H", "H", "H", "H", "H", "H", "H", "H", "H", "H", "H", "H", "C", "C", "C", "C", "C", "C", "O", "N", "C", "O", "N", "C", "O", "H", "H", "H", "H", "H", "H", "H", "H", "H", "H", "H"],
  "xyz": [[-0.35, -0.43, -0.67], [-1.20, -3.79, -0.02], [-1.89, -2.70, 0.73], [-1.65, -1.41, 0.56], [-2.44, -0.61, 1.39], [-3.28, -1.31, 2.18], [-3.09, -2.99, 1.89], [-2.26, 0.81, 1.22], [-2.98, 1.87, 1.64], [-2.34, 3.30, 0.96], [-1.14, 2.42, 0.13], [-1.22, 1.13, 0.37], [-0.19, 3.05, -0.82], [-0.42, -3.36, -0.65], [-1.91, -4.33, -0.65], [-0.75, -4.50, 0.67], [-3.99, -0.94, 2.90], [-3.85, 1.88, 2.28], [0.07, 4.06, -0.50], [-0.66, 3.10, -1.80], [0.72, 2.45, -0.88], [1.16, -0.67, 0.31], [1.62, -0.13, 2.17], [1.37, 1.78, 2.39], [2.21, 2.60, 1.63], [2.13, 3.99, 1.71], [1.20, 4.58, 2.56], [0.36, 3.78, 3.32], [0.45, 2.39, 3.24], [0.59, -1.33, 3.30], [0.54, -2.68, 2.93], [-0.13, -3.61, 3.71], [-0.77, -3.21, 4.87], [-0.73, -1.88, 5.26], [-0.05, -0.95, 4.48], [3.52, -0.53, 2.39], [4.02, -1.78, 2.02], [5.36, -2.09, 2.19], [6.23, -1.15, 2.73], [5.75, 0.10, 3.10], [4.40, 0.41, 2.93], [1.88, -1.37, -0.15], [2.95, 2.15, 0.97], [2.79, 4.60, 1.11], [1.14, 5.66, 2.63], [-0.36, 4.23, 3.99], [-0.22, 1.79, 3.84], [1.03, -3.01, 2.02], [-0.13, -4.66, 3.42], [-1.30, -3.94, 5.48], [-1.22, -1.57, 6.17], [0.01, 0.07, 4.83], [3.36, -2.53, 1.59], [5.73, -3.07, 1.90], [7.27, -1.39, 2.86], [6.42, 0.83, 3.52], [4.04, 1.38, 3.23], [0.46, 1.62, -5.44], [-1.02, 1.53, -5.78], [-1.77, 0.42, -5.00], [-3.25, 0.39, -5.42], [-4.06, -0.70, -4.72], [-1.14, -0.91, -5.38], [-1.12, -1.33, -6.51], [-0.56, -1.67, -4.35], [-0.50, -1.26, -3.07], [0.11, -1.92, -2.19], [-1.09, -0.12, -2.64], [-1.70, 0.78, -3.52], [-2.17, 1.81, -3.10], [0.92, 2.47, -5.95], [1.00, 0.72, -5.76], [0.62, 1.76, -4.37], [-1.15, 1.31, -6.84], [-1.52, 2.47, -5.56], [-3.27, 0.23, -6.50], [-3.67, 1.37, -5.21], [-3.71, -1.70, -5.01], [-5.11, -0.63, -4.99], [-3.99, -0.61, -3.63], [-0.11, -2.54, -4.61]]
}